(1)
This record from the OMol25 dataset describes a molecular structure, C20H42AsMoNO3PSi2Te. The level of theory is wB97M-V/def2-TZVPD.

Geometry as XYZ:
```
72
Properties=species:S:1:pos:R:3:lowdin_charge:R:1
Mo 0.2458 -0.1065 -0.8077 0.87
N -0.9495 0.8129 0.0201 -0.23
C -1.9071 1.5308 0.6922 -0.37
C -1.5819 2.6958 1.3962 -0.04
C -2.5627 3.4081 2.0666 -0.11
C -3.8844 2.9801 2.0508 -0.12
C -4.2134 1.8231 1.3533 -0.11
C -3.2409 1.1050 0.6805 -0.04
H -0.5479 3.0160 1.4100 0.09
H -2.2940 4.3064 2.6098 0.09
H -4.6472 3.5390 2.5777 0.09
H -5.2399 1.4767 1.3366 0.09
H -3.4807 0.1986 0.1378 0.11
C 4.7806 1.8272 -4.9084 -0.08
C 3.7870 2.0067 -3.7845 -0.29
O 2.5675 1.3525 -4.1710 -0.28
P 1.4065 1.1907 -3.0812 0.08
O 2.0327 0.6350 -1.8002 -0.51
Te -0.3788 -0.2192 -3.6934 0.50
O 1.0160 2.7345 -2.9101 -0.29
C -0.2389 3.2027 -2.3804 -0.31
C -0.9990 3.9296 -3.4657 -0.08
H 5.7252 2.3104 -4.6533 0.07
H 4.4004 2.2679 -5.8300 0.08
H 4.9671 0.7681 -5.0837 0.08
H 3.5770 3.0636 -3.6038 0.11
H 4.1504 1.5624 -2.8562 0.11
H 0.0070 3.8623 -1.5467 0.12
H -0.8142 2.3625 -1.9920 0.05
H -0.4063 4.7508 -3.8719 0.07
H -1.9273 4.3350 -3.0597 0.08
H -1.2455 3.2386 -4.2720 0.06
C 0.7499 -5.5628 -0.8259 -0.24
Si 0.6582 -3.8797 -1.6749 0.13
C 0.0904 -4.2561 -3.4298 -0.26
C 2.4169 -3.2161 -1.8143 -0.23
As -0.8559 -2.4623 -0.6080 0.59
Si -0.5339 -3.1298 1.6151 0.17
C 1.2139 -3.5008 2.2549 -0.23
C -1.5442 -4.6917 1.9520 -0.25
C -1.3057 -1.7929 2.6951 -0.24
H 1.4059 -6.2319 -1.3903 0.02
H -0.2432 -6.0169 -0.7937 0.02
H 1.1281 -5.4996 0.1968 0.00
H 0.7749 -4.9717 -3.8959 0.02
H 0.0709 -3.3509 -4.0393 -0.04
H -0.9111 -4.6918 -3.4280 0.02
H 2.9993 -3.8896 -2.4520 0.02
H 2.9159 -3.1496 -0.8454 0.01
H 2.4347 -2.2205 -2.2653 0.00
H 1.2020 -4.3983 2.8809 0.02
H 1.5833 -2.6689 2.8558 0.01
H 1.9316 -3.6598 1.4487 0.00
H -1.1598 -5.5447 1.3881 0.00
H -2.5857 -4.5386 1.6629 0.02
H -1.5147 -4.9506 3.0148 0.02
H -0.8404 -0.8201 2.5288 0.00
H -1.2257 -2.0433 3.7573 0.02
H -2.3662 -1.6923 2.4494 0.02
C 2.2172 1.9316 1.3571 -0.11
C 2.7945 0.5582 1.0329 -0.52
C 3.7074 0.0964 2.1718 -0.10
C 1.6879 -0.4683 0.7669 -0.32
H 3.0021 2.6561 1.5973 0.07
H 1.5424 1.8646 2.2178 0.07
H 1.6387 2.3186 0.5153 0.05
H 3.4063 0.6573 0.1314 0.10
H 3.1373 0.0038 3.1018 0.07
H 4.5289 0.7987 2.3502 0.06
H 4.1387 -0.8833 1.9527 0.07
H 1.1729 -0.6572 1.7169 0.02
H 2.1573 -1.4270 0.5008 0.02
```

Computed properties:
- energy above the lowest of the compared OMol25 structures with the same formula, charge and spin (eV) = 0.152
- HOMO-LUMO gap (eV) = 5.942
- HOMO (eV) = -3.390
- E_tot (a.u.) = -4560.3159
- lowest unoccupied orbital energy (eV) = 2.6
- net charge = -1

(2)
This record from the OMol25 dataset describes a molecular structure, C20H42Br16N2O4S. The level of theory is wB97M-V/def2-TZVPD.

Geometry as XYZ:
```
85
Properties=species:S:1:pos:R:3:lowdin_charge:R:1
C -4.0520 4.4258 1.3080 -0.15
N -2.5775 4.5008 1.3423 -0.10
C -1.9269 3.2266 0.9723 -0.15
C -0.7704 3.6108 -0.0292 -0.19
O 0.5449 2.9986 0.2134 -0.18
S 0.6883 1.6304 -0.6705 0.74
O 1.3722 1.6998 -1.9808 -0.29
O 1.2375 0.4634 0.0293 -0.26
O -0.9201 1.5556 -1.0897 -0.13
C -1.1551 2.9264 -1.3748 -0.45
N -2.4578 3.2458 -1.9466 0.11
H -4.4435 3.6997 0.5915 0.00
H -4.4522 4.2276 2.3087 0.03
H -4.4319 5.4060 1.0010 0.03
H -2.3129 4.6636 2.3002 0.09
H -1.5315 2.7397 1.8735 0.07
H -2.6443 2.5989 0.4424 0.07
H -0.5317 4.6697 -0.1097 0.16
H -0.4312 3.3739 -2.0825 0.15
H -2.4692 2.7516 -2.8335 0.09
H -2.3805 4.2210 -2.2092 0.10
Br 1.4338 -2.5514 -4.9647 0.59
C 2.3573 -0.8643 -5.2845 -0.69
C 1.6568 0.2843 -4.6094 -0.70
Br 0.0560 0.8154 -5.5880 0.60
H 2.4318 -0.7461 -6.3613 0.05
H 3.3536 -1.0012 -4.8685 0.05
H 2.2907 1.1678 -4.6002 0.06
H 1.3453 0.0595 -3.5965 0.03
Br 0.0968 1.0679 3.4633 0.65
C 0.4949 -0.8368 3.4633 -0.68
C -0.3162 -1.5673 2.4267 -0.67
Br -2.1607 -1.8017 3.0096 0.62
H 0.3188 -1.1941 4.4747 0.04
H 1.5577 -0.9059 3.2348 0.01
H 0.0703 -2.5739 2.2787 0.06
H -0.3486 -1.0511 1.4724 0.03
Br 6.9142 -5.9020 -5.3662 0.60
C 5.1213 -5.2116 -5.6908 -0.70
C 5.0613 -4.4060 -6.9609 -0.69
Br 5.8490 -2.6399 -6.7236 0.60
H 4.8398 -4.6397 -4.8121 0.05
H 4.4856 -6.0915 -5.7662 0.06
H 4.0270 -4.2218 -7.2456 0.05
H 5.5848 -4.8755 -7.7879 0.05
Br 3.8088 0.7333 6.6452 0.61
C 4.2195 -0.8864 5.6452 -0.70
C 5.2011 -0.6179 4.5349 -0.69
Br 4.3452 0.2676 3.0258 0.64
H 3.2742 -1.2831 5.2874 0.04
H 4.6453 -1.5732 6.3743 0.06
H 5.5908 -1.5524 4.1356 0.06
H 6.0281 0.0141 4.8432 0.05
Br 8.9987 -9.2805 -3.4088 0.59
C 10.4245 -8.0374 -3.8723 -0.70
C 10.6273 -7.9613 -5.3625 -0.71
Br 11.5803 -9.5219 -6.0347 0.60
H 11.3123 -8.3621 -3.3387 0.05
H 10.1018 -7.0738 -3.4819 0.05
H 11.2549 -7.1102 -5.6197 0.06
H 9.6938 -7.9005 -5.9141 0.03
Br -5.1224 1.2017 -0.5126 0.67
C -6.7785 1.4870 -1.4947 -0.68
C -6.5670 2.4156 -2.6604 -0.69
Br -6.4172 4.2678 -2.0741 0.61
H -7.5082 1.8599 -0.7825 0.05
H -7.0830 0.5006 -1.8393 0.06
H -7.4259 2.3938 -3.3285 0.06
H -5.6664 2.1895 -3.2228 0.05
Br -2.3018 -0.5109 6.8665 0.60
C -3.3545 -2.0128 7.5245 -0.69
C -3.8139 -2.9023 6.3989 -0.70
Br -5.3013 -2.1105 5.4210 0.59
H -4.1769 -1.5947 8.0966 0.05
H -2.6899 -2.5565 8.1933 0.06
H -4.1972 -3.8438 6.7879 0.06
H -3.0321 -3.1038 5.6721 0.01
Br -6.0980 7.8363 1.9808 0.62
C -7.7793 7.2908 2.7973 -0.69
C -7.5762 6.2225 3.8405 -0.68
Br -7.2667 4.4683 3.0459 0.64
H -8.4342 6.9759 1.9908 0.05
H -8.1778 8.1954 3.2527 0.06
H -8.4783 6.1039 4.4377 0.05
H -6.7348 6.4235 4.4965 0.05
```

Computed properties:
- HOMO-LUMO gap (eV) = 9.140
- HOMO (eV) = -8.789
- E_tot (a.u.) = -42780.0767
- lowest unoccupied orbital energy (eV) = 0.4
- net charge = 0

(3)
This record from the OMol25 dataset describes 3 unconnected molecules or ions with the total composition C20H42ClFN5O6S4. The level of theory is wB97M-V/def2-TZVPD.

Geometry as XYZ:
```
79
Properties=species:S:1:pos:R:3:lowdin_charge:R:1
C 0.4009 4.2376 -1.6038 -0.13
C 1.4262 3.5281 -2.6363 -0.25
C 0.8446 2.1093 -3.1278 -0.20
C 1.7153 1.4507 -4.3139 -0.21
N 2.1223 0.0391 -4.0451 -0.23
C 1.2921 -0.9426 -4.8326 -0.21
C 0.0555 -1.3283 -3.8877 -0.17
C 0.2414 -2.6774 -3.0553 -0.15
C 0.3418 -2.5035 -1.4705 -0.10
N -0.4065 -1.3400 -0.9075 -0.05
C 0.3303 -0.5439 0.0214 0.03
N -0.5155 0.5497 0.4218 0.15
C -1.7323 0.3035 -0.3145 -0.28
N -2.7672 1.1494 -0.2237 -0.33
Cl -4.2588 0.9742 -1.0609 0.77
N -1.6529 -0.8710 -1.1399 0.01
F -2.5289 -1.4395 -1.9673 0.13
C 3.5124 -0.1717 -4.5700 -1.04
S 3.9596 0.2068 -6.1338 0.69
S 4.6776 -0.9049 -3.3133 0.83
C 4.1854 0.0390 -1.7607 -0.50
C 4.8872 -0.5725 -0.4518 -0.27
C 4.0113 -0.0657 0.8201 -0.12
H 0.2888 3.5633 -0.6769 0.06
H 0.7793 5.2367 -1.2252 0.08
H -0.6388 4.3062 -2.0692 0.07
H 2.4274 3.4169 -2.0857 0.11
H 1.5746 4.2559 -3.4999 0.11
H -0.2406 2.3158 -3.4541 0.11
H 0.8082 1.4419 -2.1927 0.08
H 1.1936 1.6201 -5.3102 0.12
H 2.6895 2.0620 -4.3514 0.11
H 0.8335 -0.4619 -5.7752 0.13
H 1.8868 -1.8407 -5.2022 0.12
H -0.8415 -1.4981 -4.5908 0.12
H -0.1983 -0.4037 -3.2807 0.08
H -0.5537 -3.4523 -3.3413 0.12
H 1.2380 -3.1470 -3.3894 0.13
H -0.1380 -3.4454 -1.0107 0.14
H 1.4112 -2.4930 -1.0930 0.14
H 1.3838 -0.6914 0.4080 0.13
H -2.6767 1.9726 0.3876 0.14
H 4.4879 1.1240 -1.9585 0.09
H 3.0555 0.0348 -1.6319 0.05
H 4.8364 -1.7095 -0.5453 0.10
H 5.9473 -0.1682 -0.4048 0.11
H 3.1540 0.6233 0.4935 0.06
H 3.6071 -1.0040 1.3372 0.07
H 4.7225 0.4726 1.5339 0.08
O 5.0824 -1.1221 3.9044 -0.30
S 5.4257 -1.6303 5.2076 0.60
O 5.0345 -2.9472 5.6326 -0.28
O 4.9611 -0.5613 6.3272 -0.26
C 3.5898 -0.1609 6.3593 -0.27
C 2.6979 -1.2473 6.9323 -0.08
C 7.1709 -1.4683 5.4462 -0.12
H 3.2554 0.1395 5.3618 0.11
H 3.5323 0.7227 6.9987 0.12
H 2.6756 -2.1239 6.2838 0.07
H 1.6728 -0.8863 7.0445 0.08
H 3.0680 -1.5750 7.9066 0.09
H 7.4777 -0.4634 5.1597 0.08
H 7.6606 -2.2066 4.8108 0.08
H 7.4045 -1.6662 6.4914 0.08
O -10.2053 1.7181 0.3016 -0.27
S -9.9265 0.4364 0.8905 0.61
O -9.9197 0.2433 2.3155 -0.28
O -8.5349 -0.1271 0.2834 -0.26
C -7.3669 0.6814 0.4079 -0.30
C -6.8293 0.6780 1.8275 -0.08
C -10.9990 -0.7732 0.1724 -0.12
H -7.5673 1.7008 0.0639 0.12
H -6.6141 0.2574 -0.2591 0.05
H -7.5266 1.1567 2.5154 0.07
H -5.8796 1.2167 1.8830 0.07
H -6.6786 -0.3456 2.1796 0.09
H -10.9873 -0.6612 -0.9108 0.08
H -12.0028 -0.5940 0.5581 0.08
H -10.6607 -1.7656 0.4674 0.08
```

Computed properties:
- energy above the lowest of the compared OMol25 structures with the same formula, charge and spin (eV) = 0.000
- HOMO-LUMO gap (eV) = 7.268
- HOMO (eV) = -10.867
- E_tot (a.u.) = -3664.6932
- lowest unoccupied orbital energy (eV) = -3.6
- net charge = +1